1.
The following is a DFT calculation (ωB97M-V/def2-TZVPD) of a cluster of 2 separate species, H5NO in total at a distorted geometry.

Geometry (Å):
N1 -0.8808 1.0981 -0.3469
H1 -0.1468 0.3924 -0.5063
H2 -0.8001 1.7461 -1.0877
H3 -0.7018 1.6259 0.5307
O1 0.8554 -1.2494 0.2396
H4 1.3684 -2.1228 0.1529
H5 0.3058 -1.4904 1.0178

The value obtained for the HOMO-LUMO gap is 10.38 eV. Its total charge is 0. The calculation puts the energy above the lowest of the compared OMol25 structures with the same formula, charge and spin at 30.53 kJ/mol. The value obtained for the HOMO energy is -9.61 eV. The calculation puts the LUMO energy at 0.766 eV.

2.
The following is a DFT calculation (ωB97M-V/def2-TZVPD) of a structure of composition C49H51N4O3P2PbS2.

Geometry (Å):
Pb1 1.8108 -0.5535 0.4734
N1 3.6019 1.2302 1.2323
C1 4.8795 0.6683 1.7142
C2 5.1096 -0.7324 1.1666
N2 4.0724 -1.6985 1.5784
C3 4.0944 -1.8744 3.0538
C4 2.9704 -1.1992 3.8257
N3 1.6652 -1.6210 3.3256
C5 4.3129 -3.0002 0.9188
C6 3.8829 -3.0742 -0.5347
N4 2.4219 -2.9146 -0.6448
H1 3.7368 1.6396 0.3104
H2 3.2654 1.9639 1.8468
H3 4.8705 0.6649 2.8026
H4 5.7232 1.2900 1.4058
H5 6.0994 -1.0816 1.4910
H6 5.1169 -0.6769 0.0763
H7 5.0562 -1.5248 3.4443
H8 4.0509 -2.9412 3.2820
H9 3.0259 -0.1126 3.7513
H10 3.1113 -1.4509 4.8827
H11 0.9398 -1.1410 3.8521
H12 1.5257 -2.6160 3.4786
H13 3.7577 -3.7592 1.4744
H14 5.3764 -3.2650 0.9851
H15 4.2152 -4.0372 -0.9318
H16 4.3470 -2.2867 -1.1275
H17 1.9609 -3.7059 -0.2064
H18 2.1424 -2.9051 -1.6213
O1 0.0181 1.2455 4.0526
S1 -0.3544 1.3143 2.6078
C7 -0.1447 3.0177 2.0874
C8 0.0153 3.9876 3.0661
C9 0.1331 5.3143 2.6853
C10 0.0974 5.6540 1.3380
C11 -0.0297 4.6712 0.3677
C12 -0.1380 3.3276 0.7258
P1 -0.2974 1.9638 -0.4935
C13 0.3208 2.7558 -2.0271
C14 1.6455 3.1942 -2.0350
C15 2.2107 3.7290 -3.1795
C16 1.4570 3.8286 -4.3422
C17 0.1377 3.4041 -4.3437
C18 -0.4287 2.8689 -3.1936
C19 -2.0993 1.8588 -0.7782
C20 -2.5567 0.8054 -1.5707
C21 -3.9111 0.6312 -1.8085
C22 -4.8273 1.5144 -1.2534
C23 -4.3817 2.5656 -0.4646
C24 -3.0256 2.7364 -0.2226
C25 -2.1581 1.2379 2.4935
C26 -2.8862 2.2060 3.1750
C27 -4.2684 2.1872 3.1397
C28 -4.9139 1.1993 2.4109
C29 -4.1820 0.2161 1.7647
C30 -2.7884 0.1959 1.8064
P2 -1.7408 -1.1293 1.0835
C31 -1.7120 -2.3416 2.4656
C32 -2.4297 -2.2171 3.6501
C33 -2.3436 -3.2003 4.6306
C34 -1.5464 -4.3161 4.4363
C35 -0.8274 -4.4521 3.2534
C36 -0.9075 -3.4680 2.2829
C37 -2.7155 -2.0670 -0.1541
C38 -3.9626 -2.6634 0.0351
C39 -4.5757 -3.3562 -0.9968
C40 -3.9372 -3.5030 -2.2221
C41 -2.6716 -2.9685 -2.4063
C42 -2.0736 -2.2506 -1.3791
H19 0.0572 3.6872 4.1062
H20 0.2483 6.0837 3.4372
H21 0.1806 6.6908 1.0400
H22 -0.0287 4.9450 -0.6798
H23 2.2400 3.1221 -1.1312
H24 3.2424 4.0553 -3.1697
H25 1.8969 4.2420 -5.2401
H26 -0.4604 3.4938 -5.2415
H27 -1.4624 2.5482 -3.2152
H28 -1.8464 0.1076 -2.0027
H29 -4.2497 -0.2001 -2.4144
H30 -5.8860 1.3829 -1.4356
H31 -5.0922 3.2581 -0.0313
H32 -2.6963 3.5559 0.4042
H33 -2.3689 2.9727 3.7353
H34 -4.8363 2.9414 3.6681
H35 -5.9945 1.1862 2.3504
H36 -4.7164 -0.5368 1.2087
H37 -3.0543 -1.3499 3.8232
H38 -2.9067 -3.0907 5.5482
H39 -1.4830 -5.0784 5.2015
H40 -0.2098 -5.3267 3.0913
H41 -0.3550 -3.5728 1.3553
H42 -4.4454 -2.6393 1.0027
H43 -5.5510 -3.7979 -0.8391
H44 -4.4205 -4.0466 -3.0232
H45 -2.1520 -3.1078 -3.3458
H46 -1.0951 -1.8069 -1.5326
O2 -0.9689 -0.6709 -6.9399
C43 0.3044 -1.1133 -6.8077
O3 0.8277 -1.7121 -7.7018
C44 0.9888 -0.8063 -5.5132
C45 0.3032 -0.5801 -4.3261
C46 0.9967 -0.3025 -3.1593
C47 2.3906 -0.2276 -3.1537
S2 3.2762 0.1981 -1.6971
C48 3.0752 -0.4729 -4.3488
C49 2.3813 -0.7655 -5.5075
H47 -1.2074 -0.1095 -6.1934
H48 -0.7804 -0.6399 -4.2843
H49 0.4514 -0.1117 -2.2411
H50 4.1561 -0.4237 -4.3563
H51 2.9061 -0.9632 -6.4328

The value obtained for the HOMO-LUMO gap is 7.96 eV. Its total charge is +1. The value obtained for the HOMO energy is -10.08 eV. The calculation puts the LUMO energy at -2.126 eV.

3.
The following is a DFT calculation (ωB97M-V/def2-TZVPD) of a cluster of 2 separate species, C3H4INO in total at a distorted geometry.

Geometry (Å):
C1 -0.3123 1.3149 0.5883
C2 0.6775 -0.5947 0.4135
C3 -0.5677 -0.5205 -0.3875
N1 -1.1825 0.6152 -0.0724
O1 0.8267 0.6844 0.9390
I1 0.4213 -0.0719 -3.1854
H1 -0.6329 2.2913 0.7855
H2 0.2513 -1.3423 1.2393
H3 1.6125 -0.9693 0.1811
H4 -1.0939 -1.4070 -0.5015

The value obtained for the HOMO-LUMO gap (alpha / beta) is 6.64 / 6.44 eV. Its total charge is 0. The calculation puts the energy above the lowest of the compared OMol25 structures with the same formula, charge and spin at 179.59 kJ/mol. The value obtained for the HOMO energy (alpha / beta) is -8.37 / -8.31 eV. The calculation puts the LUMO energy (alpha / beta) at -1.727 / -1.871 eV.

4.
The following is a DFT calculation (ωB97M-V/def2-TZVPD) of a cluster of 2 separate species, C17H33NO3PSSi in total.

Geometry (Å):
C1 -3.5456 -4.3581 2.2561
C2 -2.7910 -3.8293 1.0468
C3 -3.7502 -3.3451 -0.0298
N1 -3.0794 -2.6759 -1.1788
P1 -1.8760 -1.5666 -0.9689
C4 -0.2782 -2.3606 -0.7452
C5 0.7256 -1.4881 0.0352
O1 1.4173 -0.6397 -0.8341
Si1 3.0304 -0.8549 -1.2841
C6 4.0977 -0.7479 0.2436
C7 3.3754 0.5201 -2.4717
C8 3.2358 -2.5394 -2.0751
C9 -1.9219 -0.4546 -2.3992
S1 -2.3246 1.2479 -1.9636
C10 -0.7662 1.7401 -1.1726
C11 0.3652 2.0389 -2.1438
H1 -4.2461 -3.6205 2.6523
H2 -2.8592 -4.6346 3.0572
H3 -4.1216 -5.2515 2.0019
H4 -2.1261 -3.0126 1.3598
H5 -2.1535 -4.6134 0.6247
H6 -4.2898 -4.1937 -0.4514
H7 -4.4846 -2.6591 0.4054
H8 -3.7805 -2.3301 -1.8266
H9 -2.1151 -0.7719 0.1654
H10 -0.4319 -3.3404 -0.2917
H11 0.1084 -2.5366 -1.7542
H12 1.3782 -2.1427 0.6252
H13 0.1891 -0.8568 0.7591
H14 4.5406 0.2476 0.3290
H15 4.9150 -1.4718 0.1968
H16 3.5546 -0.9364 1.1742
H17 3.3468 1.4917 -1.9714
H18 4.3739 0.3951 -2.9012
H19 2.6701 0.5516 -3.3066
H20 3.5743 -3.2977 -1.3642
H21 4.0067 -2.4593 -2.8485
H22 2.3386 -2.9226 -2.5692
H23 -0.9966 -0.5494 -2.9718
H24 -2.7394 -0.7992 -3.0409
H25 -1.0363 2.6182 -0.5832
H26 -0.4706 0.9670 -0.4569
H27 0.8936 1.1278 -2.4222
H28 -0.0215 2.5148 -3.0468
H29 1.0823 2.7154 -1.6779
C12 0.4281 3.5040 2.7416
C13 0.0209 4.0111 3.9012
C14 -0.1956 5.4748 4.0686
O2 -0.5753 5.9313 5.1222
C15 0.0735 6.3456 2.8946
C16 0.4817 5.8349 1.7362
C17 0.6798 4.3754 1.5678
O3 1.0357 3.9066 0.5043
H30 0.6047 2.4458 2.5920
H31 -0.1695 3.4056 4.7783
H32 -0.0837 7.4057 3.0476
H33 0.6857 6.4437 0.8646

The value obtained for the HOMO-LUMO gap is 8.65 eV. Its total charge is +1. The calculation puts the energy above the lowest of the compared OMol25 structures with the same formula, charge and spin at 0.00 kJ/mol. The value obtained for the HOMO energy is -12.10 eV. The calculation puts the LUMO energy at -3.451 eV.

5.
The following is a DFT calculation (ωB97M-V/def2-TZVPD) of a cluster of 3 separate species, C5H8O2 in total.

Geometry (Å):
O1 2.1818 -0.9588 0.2734
C1 1.3738 0.0360 -0.0519
C2 0.1972 0.2333 0.7400
C3 -0.8732 1.1591 0.1350
C4 -1.6970 -0.0784 -0.1570
C5 -0.9520 -0.9729 0.6196
O2 -0.9057 -2.0848 1.0830
H1 2.9862 -0.9426 -0.2635
H2 0.3713 -0.4068 -1.5391
H3 1.7821 0.8039 -0.7086
H4 0.4266 0.3063 1.8067
H5 -1.2917 1.8833 0.8432
H6 -0.5230 1.7156 -0.7472
H7 -0.4435 -0.4772 -1.3469
H8 -2.6330 -0.2162 -0.6867

The value obtained for the HOMO-LUMO gap (alpha / beta) is 7.02 / 7.02 eV. Its total charge is 0. The calculation puts the energy above the lowest of the compared OMol25 structures with the same formula, charge and spin at 524.14 kJ/mol. The value obtained for the HOMO energy (alpha / beta) is -7.47 / -7.46 eV. The calculation puts the LUMO energy (alpha / beta) at -0.441 / -0.444 eV.

| no. | energy (eV) |
| --- | --- |
| 1 | -3618.6040 |
| 2 | -109236.5824 |
| 3 | -14811.5520 |
| 4 | -53793.6327 |
| 5 | -9404.3999 |